{"formula": "CH4O2S3", "method": "ωB97M-V with the def2-TZVPD basis set", "species": ["C", "O", "O", "S", "S", "S", "H", "H", "H", "H"], "xyz": [[1.4415, -0.4247, -0.0240], [-0.6290, 1.3004, -1.1936], [-0.9133, -0.7406, 0.2127], [-3.0144, 0.0698, -1.6058], [1.7962, 0.0558, 1.5502], [-1.5127, 0.4270, -0.4314], [1.5179, -1.3751, -0.4071], [0.7193, 0.3080, -0.5543], [2.7609, -0.8296, 1.8254], [-2.1664, 1.2091, 0.6278]], "forces_ev_per_angstrom": [[-3.07, 3.43, 2.02], [1.69, 0.13, 1.13], [1.14, -0.45, 0.59], [-0.05, -0.53, 0.59], [0.45, -0.07, -1.65], [-4.38, 1.61, -0.96], [1.09, -2.09, -0.90], [1.82, -0.56, 0.14], [-0.14, -0.44, 0.20], [1.45, -1.03, -1.15]], "lumo_energy_ha": [-0.1027, -0.1026], "molar_mass_g_mol": 144.242, "max_force_ha_per_bohr": 0.0977}